DFT (ωB97M-V/def2-TZVPD) results for a 2-piece molecular cluster, C4H11N2O overall in a non-equilibrium geometry.

## Properties
net charge = +1
F_max = 5.0 eV Å⁻¹
HOMO-LUMO gap (alpha / beta) = 8.19 / 8.17 eV
calculated total energy = -9340.938 eV

Geometry (Å):
N (3.190100, -0.036633, -0.230691)
H (3.755262, 0.417855, -0.938243)
N (-1.556027, -0.248701, -0.295250)
H (-1.477106, 1.777138, -0.387548)
C (-2.230661, -0.114206, 0.977005)
H (3.533915, 0.467975, 0.703593)
H (-2.682775, 1.097812, -1.290047)
O (1.172515, 0.793486, 0.599311)
H (-2.047659, 0.791030, 1.438668)
C (1.842157, 0.230447, -0.496494)
H (-3.319069, -0.181653, 0.854188)
C (0.748324, -0.471567, 0.278026)
H (-2.193652, -0.955625, 1.624684)
H (-1.229841, 0.909527, -2.039742)
H (1.767648, 0.677083, -1.521832)
H (0.872734, -1.243716, 0.918686)
H (3.408057, -1.015007, -0.180100)
C (-1.641793, 0.897218, -1.030805)

Atoms 1-3, force components in eV/Å:
3.607 1.707 2.968
0.508 -0.222 -0.395
0.819 -2.961 1.092